184
Properties=species:S:1:pos:R:3 method="wB97M-V/def2-TZVPD" homo_ev=-5.0623 homo_lumo_gap_ev=2.66
Cu -8.182 -0.312 -1.850
C -2.195 1.800 -4.397
C -1.253 1.234 -3.249
C -0.372 2.354 -2.807
C 0.691 1.918 -1.715
C 0.147 0.909 -0.798
C -1.467 0.723 -0.700
N -2.041 0.716 -2.040
O -3.434 0.276 -2.210
C -1.964 1.869 0.112
C -1.730 -0.626 0.064
C -0.477 0.092 -3.899
H -3.049 2.306 -3.946
H -2.545 1.043 -5.099
H -1.658 2.619 -4.875
H -1.009 3.108 -2.344
H 0.273 2.888 -3.504
H 0.920 2.781 -1.089
H 1.555 1.459 -2.196
H 0.472 1.128 0.220
H 0.640 -0.041 -1.004
H -2.017 2.839 -0.383
H -1.472 2.125 1.050
H -2.917 1.565 0.544
H -1.364 -1.530 -0.422
H -2.790 -0.765 0.275
H -1.182 -0.576 1.005
H 0.164 -0.386 -3.158
H -0.031 0.480 -4.815
H -1.213 -0.608 -4.294
C -8.753 4.170 0.714
O -8.995 2.963 0.418
N -8.108 5.075 -0.077
C -7.746 6.433 0.547
C -7.469 4.883 -1.332
H -9.240 4.666 1.568
H -6.740 6.327 0.953
H -8.337 6.810 1.381
H -7.644 7.187 -0.234
H -6.603 5.508 -1.547
H -7.190 3.869 -1.618
H -8.247 5.203 -2.025
C 0.338 9.075 4.007
O -0.806 8.720 4.341
N 0.845 8.790 2.774
C 2.263 8.998 2.428
C 0.153 7.931 1.808
H 1.061 9.643 4.613
H 3.020 9.381 3.112
H 2.469 9.541 1.506
H 2.608 8.005 2.141
H 0.528 8.076 0.794
H 0.539 6.992 2.206
H -0.935 7.879 1.763
C 7.209 -2.952 -2.474
C 8.194 -4.054 -2.181
O 7.265 -5.145 -1.740
P 7.968 -6.586 -1.390
O 8.648 -6.751 -0.099
O 6.669 -7.527 -1.574
C 5.774 -7.632 -0.569
C 4.558 -6.749 -0.902
O 8.857 -6.971 -2.642
C 9.203 -8.295 -2.882
C 9.253 -8.620 -4.389
H 6.619 -2.714 -1.588
H 7.696 -2.052 -2.849
H 6.410 -3.228 -3.162
H 8.930 -4.237 -2.964
H 8.655 -3.715 -1.254
H 5.518 -8.687 -0.674
H 6.165 -7.345 0.407
H 3.912 -6.623 -0.033
H 4.825 -5.782 -1.327
H 4.145 -7.135 -1.834
H 10.126 -8.646 -2.420
H 8.492 -8.873 -2.291
H 10.004 -8.041 -4.927
H 9.440 -9.685 -4.525
H 8.262 -8.406 -4.788
C -5.878 -6.349 -0.739
C -7.195 -5.736 -0.588
O -8.115 -6.357 -1.384
P -9.571 -5.602 -1.606
O -9.545 -4.262 -1.021
O -9.828 -5.751 -3.245
C -10.656 -4.924 -3.971
C -12.137 -5.239 -3.751
O -10.636 -6.643 -0.972
C -11.576 -6.239 -0.099
C -11.058 -6.124 1.406
H -5.520 -6.353 -1.769
H -5.143 -5.798 -0.151
H -6.074 -7.338 -0.325
H -7.466 -6.036 0.424
H -7.104 -4.711 -0.946
H -10.327 -3.893 -3.841
H -10.408 -5.067 -5.022
H -12.415 -6.129 -4.316
H -12.428 -5.188 -2.702
H -12.660 -4.395 -4.201
H -11.965 -5.250 -0.343
H -12.433 -6.899 -0.230
H -10.170 -5.501 1.516
H -11.927 -5.979 2.047
H -10.689 -7.086 1.764
C -1.658 4.997 -12.809
C -0.411 5.289 -13.732
O 0.485 4.178 -13.736
P 2.096 4.470 -13.764
O 2.518 5.752 -14.316
O 2.539 4.118 -12.195
C 2.280 2.784 -11.668
C 3.491 1.846 -11.853
O 2.747 3.186 -14.547
C 4.073 3.258 -15.011
C 5.170 4.057 -14.303
H -2.043 4.012 -13.073
H -1.316 4.888 -11.780
H -2.485 5.708 -12.809
H -0.841 5.654 -14.665
H 0.145 6.140 -13.339
H 2.219 3.133 -10.637
H 1.412 2.170 -11.910
H 3.313 0.821 -11.526
H 3.694 1.669 -12.910
H 4.458 2.209 -11.506
H 4.357 2.273 -15.381
H 4.030 3.926 -15.872
H 5.038 5.124 -14.482
H 5.281 4.052 -13.219
H 6.134 3.900 -14.786
C -1.224 6.624 9.843
C 0.249 7.149 9.796
O 1.135 6.227 9.246
P 2.753 6.526 9.163
O 3.123 7.927 9.198
O 3.445 5.582 10.237
C 4.755 5.236 10.145
C 5.552 5.855 11.273
O 3.291 5.984 7.793
C 3.105 4.661 7.460
C 1.575 4.526 6.986
H -1.769 7.308 10.494
H -1.778 6.571 8.906
H -1.300 5.586 10.169
H 0.477 8.079 9.274
H 0.487 7.271 10.853
H 4.816 4.161 10.317
H 5.132 5.349 9.129
H 6.602 5.702 11.525
H 5.425 6.931 11.152
H 5.008 5.569 12.173
H 3.675 4.353 6.583
H 3.342 3.971 8.269
H 1.000 4.314 7.887
H 1.165 5.373 6.435
H 1.528 3.820 6.157
C 0.503 -3.556 8.140
C 0.411 -5.151 8.402
O 1.464 -5.692 9.185
P 2.938 -6.073 8.523
O 3.021 -7.325 7.723
O 3.318 -4.676 7.726
C 3.062 -4.498 6.322
C 3.768 -3.251 5.746
O 3.979 -6.115 9.786
C 3.869 -6.963 10.827
C 2.853 -6.536 11.902
H 0.110 -3.216 7.182
H 0.079 -2.912 8.911
H 1.527 -3.184 8.102
H -0.503 -5.392 8.945
H 0.245 -5.543 7.398
H 3.327 -5.290 5.622
H 1.984 -4.372 6.218
H 4.848 -3.397 5.740
H 3.441 -3.050 4.726
H 3.666 -2.314 6.294
H 3.833 -8.037 10.640
H 4.845 -6.771 11.273
H 1.836 -6.807 11.618
H 3.113 -6.906 12.894
H 2.783 -5.449 11.940

---

35
Properties=species:S:1:pos:R:3 method="wB97M-V/def2-TZVPD" homo_ev="-2.5556 / -10.4239" multiplicity=2 homo_lumo_gap_ev="2.42 / 10.23"
C -1.375 1.619 0.942
C -1.296 0.091 1.267
C 0.320 -0.332 1.181
C 0.617 -1.364 2.179
C 0.664 -0.678 -0.321
C 2.227 -0.785 -0.630
N -2.081 -0.852 0.461
H -0.507 2.033 0.723
H -1.700 2.265 1.761
H -2.097 1.974 0.172
H -1.492 -0.099 2.373
H 0.876 0.541 1.522
H 0.542 -1.001 3.169
H 1.764 -1.531 2.298
H 0.218 -2.303 2.225
H 0.309 -0.083 -1.177
H 0.326 -1.684 -0.519
H 2.668 0.126 -1.087
H 2.396 -1.625 -1.325
H 2.748 -0.919 0.325
H -2.178 -0.415 -0.498
H -3.017 -0.996 0.702
H -1.594 -1.808 0.111
H 1.362 2.341 -2.545
H 0.578 3.206 -3.489
O 0.631 2.357 -3.182
H -1.532 -0.285 -2.563
H -0.870 1.029 -2.097
O -1.593 0.331 -1.905
H 2.475 2.814 -0.249
H 1.574 3.677 0.597
O 1.691 2.797 0.136
H -1.414 -3.895 0.280
H -0.100 -3.298 -0.496
O -1.138 -3.248 -0.341

---

79
Properties=species:S:1:pos:R:3 method="wB97M-V/def2-TZVPD" homo_ev=-7.5425 homo_lumo_gap_ev=8.00 smiles="CC(=O)N(C)c1ccc2c(c1)Sc1cc(CCC(N)=O)c(N)cc1N2.COC[C@@H](C)N.COC[C@@H](C)N"
C 5.470 -4.013 -1.378
C 5.509 -2.571 -1.893
O 5.438 -2.389 -3.096
N 5.593 -1.442 -1.017
C 5.711 -1.834 0.405
C 4.410 -0.617 -1.122
C 4.462 0.735 -0.884
C 3.341 1.526 -0.941
C 2.100 1.012 -1.241
C 2.062 -0.344 -1.516
C 3.176 -1.135 -1.459
S 0.452 -0.989 -1.920
C -0.559 -0.056 -0.783
C -1.621 -0.615 -0.120
C -2.375 0.120 0.775
C -3.535 -0.489 1.554
C -3.771 -1.987 1.256
C -2.748 -2.922 1.879
N -1.578 -2.410 2.498
O -2.943 -4.128 1.874
C -2.026 1.451 0.937
N -2.772 2.257 1.829
C -0.951 1.998 0.257
C -0.177 1.260 -0.604
N 0.943 1.828 -1.266
H 5.750 -4.659 -2.211
H 6.154 -4.192 -0.543
H 4.446 -4.262 -1.073
H 5.731 -0.955 1.055
H 6.638 -2.381 0.607
H 4.871 -2.470 0.726
H 5.409 1.207 -0.631
H 3.475 2.587 -0.736
H 3.038 -2.189 -1.694
H -1.830 -1.659 -0.334
H -4.444 0.116 1.468
H -3.223 -0.439 2.611
H -3.810 -2.092 0.165
H -4.784 -2.222 1.598
H -1.120 -3.185 2.969
H -0.902 -2.077 1.814
H -2.250 3.108 2.012
H -2.827 1.797 2.739
H -0.753 3.054 0.447
H 1.141 2.714 -0.816
C 1.671 0.500 -6.017
C 0.481 -0.416 -5.748
C 0.201 -1.421 -6.877
O -0.415 -0.871 -8.029
C 0.461 -0.192 -8.909
N -0.695 0.408 -5.452
H 1.427 1.307 -6.708
H 1.999 0.967 -5.088
H 2.516 -0.060 -6.425
H 0.720 -0.998 -4.854
H -0.507 -2.162 -6.497
H 1.111 -1.970 -7.156
H 1.447 -0.662 -8.945
H 0.556 0.859 -8.625
H 0.022 -0.225 -9.907
H -1.457 -0.198 -5.161
H -1.021 0.800 -6.332
C -4.128 1.274 5.807
C -2.632 1.371 6.096
C -2.301 1.973 7.471
O -2.467 3.375 7.561
C -3.803 3.812 7.740
N -1.987 2.118 5.009
H -4.559 2.232 5.520
H -4.305 0.586 4.979
H -4.673 0.896 6.674
H -2.235 0.352 6.089
H -1.241 1.793 7.668
H -2.859 1.468 8.270
H -4.378 3.118 8.358
H -4.295 3.955 6.775
H -3.772 4.781 8.239
H -0.980 2.086 5.139
H -2.217 3.101 5.138

---

114
Properties=species:S:1:pos:R:3 method="wB97M-V/def2-TZVPD" e_above_lowest_ev=3.765 charge=+2 homo_ev="-12.4840 / -12.4853" multiplicity=2 homo_lumo_gap_ev="4.87 / 4.14"
Ir 0.290 0.347 0.025
S -1.948 0.115 0.883
C -3.415 -0.639 0.304
C -4.592 0.026 0.659
C -5.820 -0.516 0.347
C -5.893 -1.729 -0.324
C -4.730 -2.389 -0.690
C -3.486 -1.868 -0.362
As -1.850 -2.865 -0.754
C -1.775 -4.097 0.738
C -2.556 -3.946 1.878
C -2.474 -4.877 2.899
C -1.575 -5.927 2.811
C -0.775 -6.068 1.686
C -0.875 -5.157 0.651
C -2.468 -4.044 -2.185
C -2.950 -5.325 -1.933
C -3.458 -6.086 -2.972
C -3.477 -5.580 -4.262
C -2.985 -4.309 -4.518
C -2.467 -3.549 -3.486
H -4.524 0.962 1.188
H -6.721 0.007 0.628
H -6.854 -2.165 -0.550
H -4.789 -3.339 -1.208
H -3.252 -3.121 1.957
H -3.114 -4.778 3.764
H -1.496 -6.634 3.621
H -0.068 -6.881 1.617
H -0.267 -5.264 -0.241
H -2.947 -5.730 -0.928
H -3.841 -7.077 -2.773
H -3.865 -6.183 -5.069
H -2.999 -3.915 -5.522
H -2.048 -2.567 -3.678
C 5.506 0.461 0.438
C 4.295 -0.318 -0.057
Ge 2.718 0.871 -0.560
C 2.979 0.991 -2.580
C 4.114 1.935 -2.941
C 2.944 2.638 0.346
C 2.098 3.341 1.109
Ge 0.105 2.714 1.215
C -0.751 2.539 3.075
C -0.536 3.636 4.103
C -1.163 3.961 0.168
C -1.751 5.173 0.873
C 2.509 4.533 1.838
C 3.861 4.821 2.076
C 4.227 5.948 2.780
C 3.262 6.810 3.284
C 1.920 6.537 3.063
C 1.554 5.416 2.347
H 6.356 -0.211 0.559
H 5.303 0.930 1.400
H 5.799 1.236 -0.268
H 4.024 -1.067 0.682
H 4.542 -0.860 -0.971
H 2.066 1.280 -3.092
H 3.222 -0.026 -2.884
H 3.937 2.939 -2.558
H 4.205 1.999 -4.025
H 5.062 1.575 -2.549
H 3.964 2.985 0.216
H -0.425 1.592 3.504
H -1.815 2.438 2.848
H 0.520 3.802 4.295
H -1.003 3.333 5.040
H -0.985 4.576 3.794
H -1.975 3.299 -0.140
H -0.659 4.298 -0.733
H -2.198 4.918 1.830
H -2.534 5.594 0.241
H -1.005 5.950 1.021
H 4.631 4.156 1.721
H 5.274 6.156 2.943
H 3.553 7.681 3.849
H 1.162 7.201 3.453
H 0.510 5.205 2.175
C 1.970 -0.341 2.871
N 1.000 -1.097 2.080
C -0.129 -1.448 2.938
C 1.599 -2.319 1.522
C 1.461 -2.458 0.027
C 1.842 -3.678 -0.529
C 1.756 -3.898 -1.890
C 1.290 -2.890 -2.722
C 0.940 -1.665 -2.183
C 1.004 -1.429 -0.806
H 2.382 -0.949 3.687
H 1.481 0.530 3.305
H 2.786 0.008 2.239
H 0.216 -1.948 3.852
H -0.811 -2.117 2.413
H -0.677 -0.551 3.219
H 1.132 -3.199 1.977
H 2.662 -2.373 1.780
H 2.211 -4.456 0.127
H 2.065 -4.847 -2.302
H 1.221 -3.051 -3.787
H 0.609 -0.883 -2.850
N 0.800 3.303 -2.253
C -0.181 2.522 -2.748
C -0.803 2.886 -3.961
C -1.807 2.106 -4.470
C -2.179 0.954 -3.771
C -1.507 0.648 -2.614
N -0.530 1.403 -2.093
H 1.038 4.154 -2.728
H 1.262 3.075 -1.388
H -0.466 3.777 -4.467
H -2.292 2.369 -5.397
H -2.964 0.312 -4.134
H -1.740 -0.267 -2.069

---

Number 1: strongest force on any atom 5.7 eV/A, total energy -191045.1259 eV. Number 2: strongest force on any atom 7.0 eV/A, total energy -16285.8644 eV. Number 3: strongest force on any atom 1.9 eV/A, total energy -55608.7912 eV. Number 4: strongest force on any atom 3.3 eV/A, total energy -242715.3330 eV.